{
  "formula": "C2H3FNP",
  "method": "ωB97M-V/def2-TZVPD",
  "symbols": ["C", "C", "N", "F", "P", "H", "H", "H"],
  "xyz": [[-0.297509, 0.312172, -0.289601], [-0.967567, -0.808155, 0.200959], [-0.434221, 1.529438, -0.568911], [2.236055, 0.266581, 0.797848], [1.557785, -0.761224, -0.384160], [-1.278639, -0.828537, 1.273324], [-1.237678, -1.762095, -0.241680], [0.421777, 2.051818, -0.787780]],
  "forces_ev_per_angstrom": [[1.113, 0.541, -1.884], [1.203, -0.521, 1.918], [-0.198, -0.673, 0.725], [-0.712, -1.371, -1.327], [-1.990, 1.725, 2.192], [0.491, 0.397, -0.840], [0.337, 0.487, -0.834], [-0.243, -0.586, 0.050]],
  "charge": 0,
  "e_homo_ev": [-8.108, -8.125],
  "e_lumo_ev": [-1.0, -1.0],
  "homo_lumo_gap_ev": [7.130, 7.153]
}

{
  "formula": "C2H3FO2",
  "method": "ωB97M-V/def2-TZVPD",
  "symbols": ["C", "C", "O", "O", "F", "H", "H", "H"],
  "xyz": [[0.075834, -0.596812, -0.079685], [-0.783117, 0.582459, 0.200938], [1.427499, -0.396747, 0.296930], [1.817974, 0.835575, -0.099484], [-2.066892, 0.452343, 0.046380], [-0.142414, -1.474762, 0.594354], [0.038785, -1.073437, -1.158648], [-0.367671, 1.671383, 0.199213]],
  "forces_ev_per_angstrom": [[-0.642, -2.566, -0.517], [2.638, 2.419, 0.139], [0.836, 2.311, -0.835], [0.045, -1.513, 0.481], [-1.477, -0.376, -0.260], [-0.477, 0.763, -0.608], [0.032, 1.286, 1.663], [-0.953, -2.325, -0.063]],
  "charge": 0,
  "e_homo_ev": [-10.985, -8.331],
  "e_lumo_ev": [0.3, -1.1],
  "homo_lumo_gap_ev": [11.301, 7.181]
}

{
  "formula": "C2H3FO2",
  "method": "ωB97M-V/def2-TZVPD",
  "symbols": ["O", "C", "O", "C", "F", "H", "H", "H"],
  "xyz": [[-1.481549, -1.063841, 1.475189], [-1.022722, -0.740260, 0.432074], [0.322991, -0.720448, 0.180694], [0.814851, 0.469598, -0.366579], [1.419626, 1.203945, 0.627783], [-1.622025, -0.446266, -0.444393], [0.007225, 1.078525, -0.785293], [1.561604, 0.218747, -1.119473]],
  "forces_ev_per_angstrom": [[0.046, -0.265, -0.143], [-0.079, 0.233, 0.213], [0.067, 0.189, 0.082], [0.043, -0.133, -0.100], [-0.183, -0.135, -0.211], [0.016, 0.101, 0.026], [0.053, -0.035, -0.012], [0.037, 0.045, 0.145]],
  "charge": 0,
  "e_homo_ev": -11.291,
  "e_lumo_ev": 0.9,
  "homo_lumo_gap_ev": 12.162
}

{
  "formula": "C2H3FO2S",
  "method": "ωB97M-V/def2-TZVPD",
  "symbols": ["C", "C", "O", "O", "F", "S", "H", "H", "H"],
  "xyz": [[1.950899, -0.008254, -2.418393], [2.096960, 0.094991, -1.150803], [1.648596, -0.064128, -3.540970], [-3.290449, -0.495204, 2.041596], [-1.194923, 0.192177, 2.947799], [-1.744358, -0.317234, 1.512059], [-3.798823, 0.330915, 1.816396], [1.239901, 0.253820, -0.525763], [3.092197, 0.012918, -0.681921]],
  "forces_ev_per_angstrom": [[-1.357, 0.050, -2.108], [1.717, -0.050, 2.176], [0.620, -0.092, 0.332], [-0.235, 0.962, -1.195], [0.560, 0.113, -0.259], [-1.021, -0.013, 1.057], [0.700, -1.068, 0.394], [-0.253, 0.044, 0.016], [-0.730, 0.053, -0.413]],
  "charge": 0,
  "e_homo_ev": -9.465,
  "e_lumo_ev": 0.2,
  "homo_lumo_gap_ev": 9.627
}

{
  "formula": "C2H3FO2S",
  "method": "ωB97M-V/def2-TZVPD",
  "symbols": ["C", "C", "O", "O", "F", "S", "H", "H", "H"],
  "xyz": [[-1.200756, 0.212530, 0.061297], [0.014618, -0.630837, 0.030261], [1.765255, 1.291824, 0.428458], [2.754202, -0.957396, 0.029870], [-2.496180, -0.192234, -0.468154], [1.685292, 0.015419, -0.115104], [-1.368846, 0.647865, 1.053855], [-1.184003, 1.253574, -0.467220], [0.030422, -1.640748, -0.553265]],
  "forces_ev_per_angstrom": [[-1.733, 3.989, -1.170], [2.250, -1.883, -2.236], [0.672, 3.462, 1.078], [-0.959, 0.848, -0.414], [2.162, -0.818, 0.830], [-2.929, -4.649, -0.139], [-0.282, -0.980, 0.364], [1.156, -1.792, 0.399], [-0.337, 1.822, 1.289]],
  "charge": 0,
  "e_homo_ev": [-9.689, -9.736],
  "e_lumo_ev": [-1.8, -1.8],
  "homo_lumo_gap_ev": [7.872, 7.921]
}

{
  "formula": "C2H3FO2S",
  "method": "ωB97M-V/def2-TZVPD",
  "symbols": ["C", "C", "O", "O", "F", "S", "H", "H", "H"],
  "xyz": [[-0.157090, -0.150437, 0.416659], [-0.530698, 0.831020, -0.763730], [-2.316240, -1.254563, -0.663693], [-2.792479, 0.829460, 0.600554], [-0.413203, 2.050335, -0.174550], [-1.876875, -0.036503, -0.041346], [0.230990, -1.083446, 0.115868], [0.457539, 0.307168, 1.273183], [-0.085825, 0.740259, -1.987482]],
  "forces_ev_per_angstrom": [[0.481, 1.027, 0.757], [1.828, -0.640, -2.516], [0.295, 0.263, -0.094], [-0.554, 0.478, 0.931], [-0.177, 0.669, -1.018], [0.755, -0.515, -0.478], [0.286, -1.115, -0.314], [-1.517, -0.492, -1.272], [-1.397, 0.326, 4.003]],
  "charge": 0,
  "e_homo_ev": -10.643,
  "e_lumo_ev": 0.6,
  "homo_lumo_gap_ev": 11.277
}

{
  "formula": "C2H3FS",
  "method": "ωB97M-V/def2-TZVPD",
  "symbols": ["C", "C", "F", "S", "H", "H", "H"],
  "xyz": [[-0.906620, -0.413449, 0.191366], [0.750408, 0.359006, -0.154870], [-1.293787, 0.274686, 1.254260], [-1.620636, -1.578332, -0.587539], [1.026349, -0.010776, -1.181404], [1.631802, -0.023061, 0.452134], [0.412485, 1.391927, 0.026054]],
  "forces_ev_per_angstrom": [[5.074, 1.792, -0.256], [-2.240, -2.648, -0.131], [-0.878, -0.365, 0.054], [-0.527, -0.144, 0.038], [-0.708, 1.114, 0.745], [-1.672, 0.589, 0.041], [0.951, -0.339, -0.491]],
  "charge": 0,
  "e_homo_ev": -9.386,
  "e_lumo_ev": 0.1,
  "homo_lumo_gap_ev": 9.520
}

{
  "formula": "C2H3FS2",
  "method": "ωB97M-V/def2-TZVPD",
  "symbols": ["C", "C", "F", "S", "S", "H", "H", "H"],
  "xyz": [[0.189264, 0.614471, -0.455860], [-3.346682, -0.540892, -0.087767], [-3.075261, 0.704471, 0.303504], [-4.568549, -0.850270, -1.029320], [-0.019689, 0.265829, 1.043031], [1.169991, 1.124697, -0.773782], [-0.432088, 0.175999, -1.224434], [-2.648789, -1.247071, 0.305495]],
  "forces_ev_per_angstrom": [[2.498, 0.430, -2.094], [-0.266, 0.684, -0.091], [0.178, -0.039, 0.180], [-0.584, -0.339, -0.485], [-0.437, -0.371, 2.360], [-1.766, -0.455, 0.133], [-0.183, 0.348, -0.381], [0.560, -0.258, 0.378]],
  "charge": 0,
  "e_homo_ev": -9.023,
  "e_lumo_ev": -0.4,
  "homo_lumo_gap_ev": 8.621
}

{
  "formula": "C2H3FS3",
  "method": "ωB97M-V/def2-TZVPD",
  "symbols": ["C", "C", "F", "S", "S", "S", "H", "H", "H"],
  "xyz": [[-0.892460, -0.795364, 0.916943], [0.740957, 0.954169, -1.362899], [1.933263, 1.399441, -0.825648], [-1.049485, -2.013912, -0.013679], [-0.571011, -0.438658, 2.509395], [-0.548862, 1.375867, -0.272823], [0.461637, 1.371477, -2.374172], [0.888009, -0.050250, -1.514577], [-0.962048, -1.802770, 2.937460]],
  "forces_ev_per_angstrom": [[1.237, 2.532, -1.419], [-0.531, 1.931, -0.459], [0.662, 0.471, -0.554], [-0.440, -0.913, -0.712], [-0.948, -1.912, 1.099], [-1.445, -1.734, 1.658], [0.848, 0.184, 1.011], [-0.126, -2.771, -0.236], [0.743, 2.211, -0.387]],
  "charge": 0,
  "e_homo_ev": [-8.726, -8.727],
  "e_lumo_ev": [-1.1, -1.1],
  "homo_lumo_gap_ev": [7.638, 7.640]
}

{
  "formula": "C2H3FSi",
  "method": "ωB97M-V/def2-TZVPD",
  "symbols": ["C", "C", "F", "Si", "H", "H", "H"],
  "xyz": [[1.415956, 0.131300, 0.259851], [0.819936, 0.677363, 1.365425], [1.449809, 1.421947, 2.416103], [-0.544973, 0.115167, 0.185971], [2.400665, -0.221256, -0.170808], [-1.446282, 1.115093, -0.223739], [-1.345720, -1.070148, 0.490288]],
  "forces_ev_per_angstrom": [[-1.924, -0.031, 1.275], [2.053, 0.486, -1.370], [-1.436, -1.753, -1.727], [3.154, -0.319, 2.243], [-1.345, 0.886, 0.587], [-0.582, 1.073, -1.001], [0.080, -0.342, -0.006]],
  "charge": 0,
  "e_homo_ev": -9.944,
  "e_lumo_ev": 0.2,
  "homo_lumo_gap_ev": 10.140
}

{
  "formula": "C2H3HgNaO2",
  "method": "ωB97M-V/def2-TZVPD",
  "symbols": ["H", "O", "C", "C", "O", "Hg", "Na", "H", "H"],
  "xyz": [[4.006014, 1.364672, 1.509829], [-2.015625, -0.853993, -1.212714], [-1.782379, -0.043321, -0.275603], [-0.476789, 0.225328, 0.224734], [0.571140, -0.383095, -0.198205], [2.792891, 0.051181, 0.552223], [-0.092787, -1.827831, -1.850214], [-2.610413, 0.517133, 0.197855], [-0.392051, 0.949926, 1.052096]],
  "forces_ev_per_angstrom": [[-0.704, -0.562, -0.435], [0.138, -0.088, 0.026], [0.045, 0.225, 0.027], [-0.097, -0.070, 0.332], [-1.083, -0.059, -0.432], [1.577, 0.579, 0.621], [-0.074, 0.310, 0.310], [0.178, -0.179, -0.171], [0.020, -0.155, -0.276]],
  "charge": 0,
  "e_homo_ev": [-6.181, -9.010],
  "e_lumo_ev": [-0.8, -1.0],
  "homo_lumo_gap_ev": [5.372, 7.994],
  "multiplicity": 3
}

{
  "formula": "C2H3HoO2",
  "method": "ωB97M-V/def2-TZVPD",
  "symbols": ["C", "C", "O", "O", "H", "H", "Ho", "H"],
  "xyz": [[-0.860128, 0.314439, 0.058067], [-0.280675, -0.966954, 0.138537], [1.052378, -1.109341, 0.085329], [0.094597, 1.274122, -0.119560], [-1.283432, -0.603714, -0.877460], [-0.274803, 2.143167, -0.306602], [2.412948, 0.576641, 0.213562], [-0.860882, -1.628363, 0.808126]],
  "forces_ev_per_angstrom": [[-1.855, -2.445, 0.011], [0.071, 1.761, 1.867], [1.411, 1.293, -0.015], [2.342, 0.468, -0.888], [0.663, 0.971, 0.544], [-0.391, 0.007, 0.041], [-2.321, -1.663, -0.349], [0.082, -0.392, -1.211]],
  "charge": 1,
  "e_homo_ev": [-11.806, -12.838],
  "e_lumo_ev": [-4.8, -5.6],
  "homo_lumo_gap_ev": [6.966, 7.249],
  "multiplicity": 6
}

{
  "formula": "C2H3I3Si",
  "method": "ωB97M-V/def2-TZVPD",
  "symbols": ["C", "C", "Si", "I", "I", "I", "H", "H", "H"],
  "xyz": [[1.267364, 0.317799, 1.973023], [1.436518, 0.509403, 0.697584], [-1.156749, -0.534724, -1.675704], [-2.743453, -2.450394, -2.219985], [-2.156468, 0.930570, -0.025736], [-0.781634, 0.669278, -3.763356], [1.335133, 1.104843, 2.778437], [1.072668, -0.708327, 2.448976], [1.726625, 0.161554, -0.213241]],
  "forces_ev_per_angstrom": [[-0.078, -0.835, 1.260], [-0.072, 1.156, 3.025], [-0.619, -0.706, -0.296], [0.567, 0.627, 0.260], [-0.152, 0.058, 0.013], [0.082, 0.043, 0.022], [-0.252, -0.524, -1.162], [0.258, 1.185, -0.855], [0.267, -1.004, -2.267]],
  "charge": 0,
  "e_homo_ev": [-8.642, -8.386],
  "e_lumo_ev": [-2.5, -0.3],
  "homo_lumo_gap_ev": [6.127, 8.123]
}

{
  "formula": "C2H3IN",
  "method": "ωB97M-V/def2-TZVPD",
  "symbols": ["C", "C", "N", "I", "H", "H", "H"],
  "xyz": [[0.692447, -0.205383, 0.115065], [-1.142251, 1.051576, -0.919865], [-0.232807, 0.370776, -0.409451], [-0.845783, 2.363177, -2.507937], [0.867530, -1.098934, -0.355926], [1.228497, 0.263849, 0.930322], [-2.135879, 0.700587, -0.835095]],
  "forces_ev_per_angstrom": [[1.328, 0.616, 1.503], [0.874, -0.256, -1.793], [-2.586, 2.526, -0.845], [0.061, -0.169, 0.528], [1.433, -2.458, -0.616], [0.086, -0.373, 0.337], [-1.196, 0.113, 0.886]],
  "charge": 1,
  "e_homo_ev": -14.956,
  "e_lumo_ev": -5.7,
  "homo_lumo_gap_ev": 9.275
}

{
  "formula": "C2H3IN",
  "method": "ωB97M-V/def2-TZVPD",
  "symbols": ["C", "C", "N", "I", "H", "H", "H"],
  "xyz": [[0.072930, 1.176894, -0.810990], [-0.077822, -1.171017, 0.402165], [0.010754, -0.053777, -0.187682], [-0.438832, -1.070915, 2.385624], [-0.792862, 1.494579, -1.316275], [0.992068, 1.830665, -0.476957], [0.233763, -2.206430, 0.004115]],
  "forces_ev_per_angstrom": [[2.386, -4.935, 5.147], [1.114, 0.190, -0.843], [0.203, 4.047, -3.294], [-0.485, -0.264, 0.942], [-0.891, 0.435, -0.737], [-1.813, -1.407, -1.237], [-0.515, 1.934, 0.023]],
  "charge": 1,
  "e_homo_ev": -14.874,
  "e_lumo_ev": -6.3,
  "homo_lumo_gap_ev": 8.595
}

{
  "formula": "C2H3IN2O",
  "method": "ωB97M-V/def2-TZVPD",
  "symbols": ["C", "C", "N", "N", "O", "I", "H", "H", "H"],
  "xyz": [[2.020381, 1.275095, 0.226883], [1.028776, 1.598968, 0.800538], [-0.057522, -1.657975, -0.175975], [0.655234, -2.005679, 0.588712], [-0.799849, -1.516313, -1.084160], [-3.211159, 0.405676, -0.375952], [3.018210, 1.199474, -0.080293], [-2.679261, -0.942888, -1.039846], [0.025189, 1.643643, 1.140093]],
  "forces_ev_per_angstrom": [[0.672, 0.458, 0.294], [-1.203, -0.492, -0.096], [-0.515, -1.139, -1.314], [1.117, 0.225, 1.645], [0.060, 0.518, -0.448], [-0.409, 0.393, 0.169], [0.621, -0.302, -0.493], [-0.219, 0.005, -0.031], [-0.123, 0.334, 0.273]],
  "charge": 0,
  "e_homo_ev": -9.934,
  "e_lumo_ev": 0.7,
  "homo_lumo_gap_ev": 10.618
}

{
  "formula": "C2H3IN2O",
  "method": "ωB97M-V/def2-TZVPD",
  "symbols": ["C", "C", "N", "N", "O", "I", "H", "H", "H"],
  "xyz": [[-0.225175, -1.511030, 0.155010], [0.206494, -1.248697, -0.926878], [-2.088078, 2.166202, -1.922677], [-1.502107, 1.507642, -2.590211], [-2.696017, 2.861356, -1.237347], [2.397491, -0.319772, 3.733486], [-0.554688, -1.738334, 1.122699], [3.913153, -0.694614, 3.558053], [0.548926, -1.022753, -1.892136]],
  "forces_ev_per_angstrom": [[0.285, 0.124, -0.381], [-0.256, -0.094, 0.332], [0.760, -0.799, -0.877], [0.814, -0.950, -0.902], [-1.555, 1.728, 1.781], [-0.713, 0.185, 0.084], [-0.264, -0.157, 0.602], [0.705, -0.184, -0.088], [0.225, 0.147, -0.550]],
  "charge": 0,
  "e_homo_ev": -10.119,
  "e_lumo_ev": 0.7,
  "homo_lumo_gap_ev": 10.789
}

{
  "formula": "C2H3IN2O",
  "method": "ωB97M-V/def2-TZVPD",
  "symbols": ["C", "C", "N", "N", "O", "I", "H", "H", "H"],
  "xyz": [[-0.754226, 0.510148, -0.085815], [-0.062920, -0.843192, -0.045442], [0.052342, 1.655250, 0.061547], [1.262229, -0.780319, -0.022599], [-0.789872, -1.803936, 0.001538], [-2.855758, 0.401651, -0.008369], [-0.412586, 2.547099, 0.032696], [1.820259, -0.049076, -0.294432], [1.740532, -1.637628, 0.360878]],
  "forces_ev_per_angstrom": [[3.523, 6.329, 1.073], [-1.475, 1.350, -0.351], [-3.099, -6.267, -1.126], [0.704, -4.519, 1.642], [0.576, -0.983, 0.323], [0.484, 0.306, -0.208], [-0.857, 0.120, 0.086], [0.894, 2.272, -0.416], [-0.750, 1.391, -1.022]],
  "charge": 0,
  "e_homo_ev": -9.646,
  "e_lumo_ev": -0.4,
  "homo_lumo_gap_ev": 9.207
}

{
  "formula": "C2H3INOS",
  "method": "ωB97M-V/def2-TZVPD",
  "symbols": ["C", "C", "N", "O", "S", "I", "H", "H", "H"],
  "xyz": [[0.036265, -0.304948, 0.611441], [-0.586566, 0.713875, 0.344911], [0.641282, -1.563285, 0.433237], [0.551618, 2.952766, -0.480688], [-1.055848, 2.434883, -0.042057], [-1.907097, 1.540497, -2.126660], [1.608821, -1.611113, 0.914624], [0.635447, -1.960064, -0.571517], [0.076078, -2.202611, 0.916709]],
  "forces_ev_per_angstrom": [[-1.199, 2.212, -1.358], [0.958, -0.469, 0.773], [1.892, 0.127, -0.715], [-6.169, -1.567, 1.858], [6.957, -0.182, -1.801], [-0.378, 0.261, -0.193], [-1.444, 0.082, -1.244], [0.457, 1.191, 1.413], [-1.075, -1.655, 1.268]],
  "charge": 1,
  "e_homo_ev": -13.509,
  "e_lumo_ev": -5.2,
  "homo_lumo_gap_ev": 8.273
}

{
  "formula": "C2H3INOS",
  "method": "ωB97M-V/def2-TZVPD",
  "symbols": ["C", "C", "N", "O", "S", "I", "H", "H", "H"],
  "xyz": [[-0.514656, 0.258518, -0.004835], [-0.118835, 0.034544, -1.121781], [-0.967032, 0.482459, 1.304311], [1.882539, 0.552358, -2.569780], [0.651957, -0.190728, -2.682409], [2.289151, -2.764365, 0.161435], [-1.928241, 0.863475, 1.304331], [-0.346425, 1.166923, 1.768841], [-0.948459, -0.403185, 1.839888]],
  "forces_ev_per_angstrom": [[0.249, -0.255, -1.037], [-0.168, 0.116, 0.706], [0.042, 0.011, 0.084], [1.714, 0.976, 0.020], [-1.708, -0.923, 0.056], [-0.040, 0.057, -0.020], [0.199, -0.120, 0.111], [-0.201, -0.172, 0.052], [-0.087, 0.310, 0.028]],
  "charge": 1,
  "e_homo_ev": [-13.076, -12.965],
  "e_lumo_ev": [-4.5, -6.4],
  "homo_lumo_gap_ev": [8.551, 6.532],
  "multiplicity": 3
}